Arrangement a

{"formula": "C4H5NO3", "method": "wB97M-V/def2-TZVPD", "multiplicity": 1, "total_charge": 0, "e_lumo_ev": -0.138, "e_homo_ev": -6.8922, "species": ["O", "O", "O", "N", "C", "C", "C", "C", "H", "H", "H", "H", "H"], "coordinates": [[2.64866, 0.14230, -0.05580], [-1.38525, 1.97338, 0.11842], [-2.02983, -1.22023, -0.11023], [0.55081, 1.11988, -0.33709], [0.47188, -1.09188, 0.03668], [1.28721, 0.01605, -0.18887], [-0.67617, 0.83326, -0.38169], [-0.83326, -0.57644, -0.14236], [0.47297, -2.14288, -0.46041], [2.88077, -0.85782, 0.48856], [1.01145, 2.04487, 0.65711], [-2.44584, 2.00335, -0.11386], [-1.95340, -2.24384, 0.48956]], "lowdin_charge": [-0.025, -0.053, -0.040, 0.082, -0.011, -0.451, -0.378, -0.333, 0.150, 0.244, 0.373, 0.183, 0.258]}



Arrangement b

{"formula": "C4H5NO3", "method": "wB97M-V/def2-TZVPD", "multiplicity": 1, "total_charge": 0, "e_lumo_ev": -0.757, "e_homo_ev": -8.8974, "species": ["O", "O", "O", "N", "C", "C", "C", "C", "H", "H", "H", "H", "H"], "coordinates": [[-3.26926, 0.23493, -0.32328], [-1.22172, 1.36377, 0.07671], [1.02758, 2.04674, -0.18620], [-1.15679, -0.83834, 0.24155], [0.20401, 0.93109, -0.17734], [-1.85970, 0.21140, 0.05222], [1.70727, -1.01812, -0.22605], [0.11936, -0.39744, -0.01498], [-3.46606, -0.68208, -0.02263], [2.52729, -0.40208, -0.35871], [1.85085, -1.65953, 0.71898], [1.90439, -1.81379, -0.84612], [1.63277, 2.02346, 1.06585]], "lowdin_charge": [0.072, 0.119, -0.039, 0.158, -0.300, -0.436, 0.025, -0.178, 0.112, 0.031, 0.090, 0.016, 0.330]}



Arrangement c

{"formula": "C4H5NO3", "method": "wB97M-V/def2-TZVPD", "multiplicity": 1, "total_charge": 0, "e_lumo_ev": -2.814, "e_homo_ev": -9.5496, "species": ["O", "O", "O", "N", "C", "C", "C", "C", "H", "H", "H", "H", "H"], "coordinates": [[-0.61671, -1.86069, 0.25266], [1.42888, -0.19477, -1.91905], [1.20680, 1.22454, 0.62150], [-2.15032, 1.01267, 1.38465], [-1.14936, 0.92844, 0.66404], [0.37673, -0.89605, 0.18784], [0.31019, -0.20889, -1.13193], [0.05172, 0.56354, 0.09675], [0.16525, 2.21737, 1.88880], [1.33708, -1.29244, 0.66197], [1.80867, -1.22959, -2.05232], [-0.55603, -0.64277, -1.80666], [-1.39015, -1.81617, 1.07459]], "lowdin_charge": [-0.083, -0.039, -0.060, 0.172, -0.158, -0.284, -0.284, -0.501, 0.401, 0.194, 0.223, 0.203, 0.217]}



Arrangement d

{"formula": "C4H5NO3", "method": "wB97M-V/def2-TZVPD", "smiles": "O=C[C@@H]1O[C@H]1/C=N\\O", "multiplicity": 1, "total_charge": 0, "e_lumo_ev": 0.575, "e_homo_ev": -9.7626, "species": ["O", "O", "O", "N", "C", "C", "C", "C", "H", "H", "H", "H", "H"], "coordinates": [[-2.00450, -1.15969, 0.25489], [2.90812, -0.67185, -0.70939], [0.55486, 1.19152, 0.81830], [-2.29108, 0.03936, -0.66829], [-0.19588, 0.22425, 0.36269], [2.12986, -0.51244, 0.21966], [1.12406, 0.56366, -0.17107], [-1.23678, 0.86154, -0.52345], [1.20838, 0.96275, -1.30264], [-1.12538, 1.82192, -1.02903], [-0.24420, -0.53959, 1.21690], [-2.92913, -1.69243, 0.31078], [2.10167, -1.08900, 1.22064]], "lowdin_charge": [-0.198, 0.032, 0.034, 0.055, -0.312, -0.153, -0.273, -0.035, 0.211, 0.137, 0.184, 0.157, 0.161]}



It comes down to arrangement b, which is 0.0491 hartree more stable than the next structure.



Arrangement a

{"formula": "C4H5NO3", "method": "wB97M-V/def2-TZVPD", "smiles": "N/C=C(\\O)C(O)=C=O", "multiplicity": 1, "total_charge": 0, "e_lumo_ev": [0.147, 0.146], "e_homo_ev": [-6.7431, -6.7432], "species": ["O", "O", "O", "N", "C", "C", "C", "C", "H", "H", "H", "H", "H"], "coordinates": [[2.79859, 1.48670, 0.05829], [-0.88328, -1.56800, 0.39117], [1.61146, -1.68337, -0.16708], [-2.19670, 1.02884, 0.07437], [-0.25740, -0.39255, 0.03102], [1.17421, -0.36978, -0.01563], [1.90195, 0.72404, -0.16350], [-0.85754, 0.86070, -0.16447], [2.46428, -1.58609, -0.49122], [-0.16184, 1.66402, -0.29546], [-2.66377, 1.95308, 0.13909], [-0.22141, -2.21039, 0.30428], [-2.70856, 0.09278, 0.29913]], "lowdin_charge": [0.129, 0.078, 0.071, 0.030, -0.276, -0.268, -0.113, -0.137, 0.078, 0.105, 0.103, 0.058, 0.142]}



Arrangement b

{"formula": "C4H5NO3", "method": "wB97M-V/def2-TZVPD", "multiplicity": 1, "total_charge": 0, "e_lumo_ev": 0.588, "e_homo_ev": -8.0292, "species": ["O", "O", "O", "N", "C", "C", "C", "C", "H", "H", "H", "H", "H"], "coordinates": [[-2.57141, -1.06340, -0.23781], [1.48929, 0.60056, -0.43964], [-0.43193, -0.61495, -0.19837], [-2.01021, 1.13251, 0.11905], [2.22412, -0.59056, 0.09174], [-0.67719, 1.56714, -0.04289], [-1.76306, -0.15074, -0.01898], [0.15071, 0.51882, -0.10491], [2.18404, -0.86131, 1.40887], [1.88014, -1.90584, -0.35399], [-3.39601, -0.77161, 0.10744], [3.32024, -0.43740, -0.03449], [-0.39875, 2.57679, -0.29603]], "lowdin_charge": [0.213, -0.070, 0.181, 0.170, -0.108, -0.066, -0.485, -0.466, 0.150, 0.180, 0.134, 0.049, 0.117]}



It comes down to arrangement a, which is 0.0308 hartree more stable than the next structure.



Arrangement a

{"formula": "C2H6N4O2", "method": "wB97M-V/def2-TZVPD", "smiles": "C/N=[N+](\\[O-])O.N=C=N", "multiplicity": 1, "total_charge": 0, "e_lumo_ev": 0.715, "e_homo_ev": -10.1116, "species": ["O", "O", "N", "N", "N", "N", "C", "C", "H", "H", "H", "H", "H", "H"], "coordinates": [[1.46084, 1.44429, 0.08055], [2.37043, -0.42528, 0.56962], [1.42294, 0.05269, 0.02382], [0.32721, -0.35808, -0.35706], [-1.03187, 1.98317, -0.57987], [-2.01511, 0.53819, 1.03145], [0.34858, -1.83026, -0.30682], [-1.48876, 1.14460, 0.14895], [0.73508, -2.22434, 0.66761], [-1.54488, -0.00847, 1.75677], [-0.63537, -2.19917, -0.34240], [0.57333, 1.78591, -0.13309], [0.89334, -2.19376, -1.14753], [-1.41576, 2.29052, -1.41201]], "lowdin_charge": [0.056, 0.072, -0.413, 0.008, 0.145, 0.182, -0.064, -0.413, 0.099, 0.100, 0.052, 0.022, 0.076, 0.076]}



Arrangement b

{"formula": "C2H6N4O2", "method": "wB97M-V/def2-TZVPD", "smiles": "[H]/N=C(/N)O/N=C\\NO", "multiplicity": 1, "total_charge": 0, "e_lumo_ev": 0.735, "e_homo_ev": -9.3264, "species": ["O", "O", "N", "N", "N", "N", "C", "C", "H", "H", "H", "H", "H", "H"], "coordinates": [[0.22477, -0.18738, -0.10975], [0.39472, 2.36656, 0.22516], [-1.06329, -0.11073, 0.46693], [0.28527, -2.47073, 0.63547], [-0.95650, 2.24948, -0.11811], [1.77171, -1.56976, -0.87375], [0.71228, -1.50228, -0.01783], [-1.53944, 1.09882, 0.41431], [2.10497, -2.50600, -1.05394], [-0.45294, -2.11635, 1.27438], [-2.52146, 1.18635, 0.84377], [1.63411, -1.03125, -1.74382], [0.79020, 1.49450, -0.20052], [-1.38440, 3.09877, 0.25772]], "lowdin_charge": [-0.115, -0.089, 0.074, 0.146, -0.053, 0.122, -0.580, -0.162, 0.101, 0.057, 0.120, 0.113, 0.132, 0.134]}



It comes down to arrangement b, which is 0.0626 hartree more stable than the next structure.



Arrangement a

{"formula": "C2H6N4O2", "method": "wB97M-V/def2-TZVPD", "smiles": "N/N=C(\\NN)C(=O)O", "multiplicity": 1, "total_charge": 0, "e_lumo_ev": 0.609, "e_homo_ev": -8.2774, "species": ["O", "O", "N", "N", "N", "N", "C", "C", "H", "H", "H", "H", "H", "H"], "coordinates": [[-2.24054, 0.43958, -0.48457], [-1.80819, -1.56436, 0.44600], [0.63347, 0.92285, 0.01401], [-0.01639, 2.07376, 0.17182], [0.56039, -1.39691, -0.40979], [1.94983, -0.99526, -0.09780], [-1.50034, -0.41844, -0.17769], [0.02865, -0.29653, -0.14047], [1.76472, 1.04595, -0.45890], [2.64322, -1.80598, 0.03345], [-0.68685, 2.11290, -0.80831], [2.10409, -0.32435, 0.62079], [-0.60978, 2.04540, 1.18920], [-2.82227, -1.83860, 0.10226]], "lowdin_charge": [0.114, 0.057, -0.196, -0.072, 0.096, -0.062, -0.521, -0.385, 0.251, 0.112, 0.168, 0.034, 0.174, 0.231]}



Arrangement b

{"formula": "C2H6N4O2", "method": "wB97M-V/def2-TZVPD", "smiles": "NC(N)C(=O)NN=O", "multiplicity": 1, "total_charge": 0, "e_lumo_ev": [-1.631, -1.630], "e_homo_ev": [-7.9859, -7.9862], "species": ["O", "O", "N", "N", "N", "N", "C", "C", "H", "H", "H", "H", "H", "H"], "coordinates": [[1.77161, 1.16595, 0.95882], [-0.10246, -3.19768, 0.36817], [-1.51070, -0.04129, -0.34339], [0.92079, -0.99089, 0.88550], [-0.13236, 1.66635, -1.19097], [0.18211, -2.17534, -0.14336], [0.93721, 0.32244, 0.75915], [-0.56813, 0.94342, -0.05238], [0.08371, 1.07103, -1.98253], [1.72813, -1.39647, 1.36706], [-1.12211, -0.83078, -0.87709], [-0.90982, 1.61872, 0.73507], [-1.93142, -0.42450, 0.49327], [0.65345, 2.26903, -0.97732]], "lowdin_charge": [0.044, 0.075, 0.042, 0.087, 0.042, 0.053, -0.477, -0.407, 0.078, 0.116, 0.053, 0.131, 0.086, 0.076]}



It comes down to arrangement b, which is 0.0327 hartree more stable than the next structure.